Entry 1:
ORCA calculation (ωB97M-V/def2-TZVPD) on an isolated molecule of C5H8O.

Properties
Structure (SMILES): C[C@@H]1C=CCO1
2S+1: 1
HOMO energy (eV): -9.134
Total energy (eV): -7361.2360

Geometry as XYZ:
```
14
Properties=species:S:1:pos:R:3:forces:R:3
O 0.021 -0.250 -1.303 0.0 0.0 -0.1
C -0.025 -0.873 -0.022 0.0 -0.1 0.2
C -1.463 -0.901 0.490 0.0 0.0 0.0
C 0.532 1.064 -1.170 0.1 0.3 -0.1
C 0.874 -0.019 0.838 0.0 0.2 0.0
C 1.174 1.099 0.191 0.0 -0.2 0.0
H -0.280 1.804 -1.244 0.1 0.0 0.0
H 1.153 -0.281 1.854 0.0 0.0 -0.2
H -1.836 0.127 0.557 0.0 -0.1 0.0
H -1.527 -1.352 1.484 0.0 0.0 -0.1
H 0.362 -1.894 -0.143 -0.1 0.1 0.1
H -2.103 -1.465 -0.196 0.1 0.1 0.1
H 1.756 1.938 0.561 -0.1 -0.2 -0.1
H 1.225 1.254 -1.997 0.0 0.0 0.1
```
Positions in Å, forces in eV/Å.

=====

Entry 2:
ORCA calculation (ωB97M-V/def2-TZVPD) on a cluster of 2 separate species, C5H8O in total.

Properties
Structure (SMILES): CC1=CC1.C=O
2S+1: 1
HOMO energy (eV): -7.907
Total energy (eV): -7356.3885

Geometry as XYZ:
```
14
Properties=species:S:1:pos:R:3:forces:R:3
O -1.278 0.538 -0.561 -5.4 2.4 2.0
C 1.748 0.653 -0.644 0.1 0.1 0.0
C 0.718 -0.965 1.301 -0.9 -0.7 1.8
C 1.039 -0.441 -0.031 -2.2 -0.9 2.2
C -0.006 -1.251 0.050 3.5 -0.8 -2.5
C -2.481 0.805 -0.218 2.3 0.0 -4.5
H 0.926 1.156 -1.168 0.7 0.1 -0.7
H 2.413 0.001 -1.242 0.5 1.7 -0.6
H -3.254 0.308 -0.937 0.7 0.2 1.8
H 0.015 -0.387 1.889 0.4 0.4 1.1
H 2.192 1.417 0.067 -0.1 -1.4 -0.8
H -2.909 1.766 0.263 1.3 -1.5 0.3
H 1.329 -1.681 1.898 -0.2 0.4 -0.6
H -0.452 -1.920 -0.668 -0.7 0.0 0.5
```
Positions in Å, forces in eV/Å.

=====

Entry 3:
ORCA calculation (ωB97M-V/def2-TZVPD) on a structure of composition C5H8O.

Properties
2S+1: 1
HOMO energy (alpha / beta) (eV): -10.285 / -7.701
Total energy (eV): -7355.8806

Geometry as XYZ:
```
14
Properties=species:S:1:pos:R:3:forces:R:3
O 2.765 0.983 0.081 -0.1 -3.1 1.6
C 0.764 -0.473 -0.670 0.6 0.7 2.8
C -0.124 0.180 0.400 1.1 0.6 1.2
C 0.687 -1.694 0.005 -1.7 0.9 0.1
C -0.278 -1.252 0.903 -0.8 -0.3 -0.8
C -1.299 0.962 -0.151 0.8 -0.6 -1.6
H 2.697 1.759 -0.405 -0.4 2.5 -1.7
H -1.800 0.545 -1.093 0.0 -0.5 2.0
H 0.546 0.763 1.200 -1.6 -0.8 -1.9
H 0.935 -2.644 -0.303 1.0 -2.0 -0.3
H -1.890 1.316 0.668 -0.9 0.4 -0.1
H -0.812 1.736 -0.710 0.2 1.5 0.3
H 1.361 -0.043 -1.421 0.4 0.3 -1.3
H -1.131 -1.738 1.447 1.3 0.4 -0.3
```
Positions in Å, forces in eV/Å.

=====

Entry 4:
ORCA calculation (ωB97M-V/def2-TZVPD) on an isolated molecule of C5H8O.

Properties
2S+1: 1
HOMO energy (eV): -8.422
Total energy (eV): -7356.8989

Geometry as XYZ:
```
14
Properties=species:S:1:pos:R:3:forces:R:3
O -2.244 0.603 1.445 0.2 0.0 -0.1
C 0.055 0.583 0.561 0.6 0.0 -0.2
C -2.281 -0.332 0.568 -0.1 -0.2 -0.2
C 1.176 0.442 0.031 -0.3 0.1 0.2
C 2.514 0.323 -0.531 0.0 0.0 0.0
C -0.669 -0.422 -0.341 -0.2 -0.2 -0.2
H -0.848 -0.085 -1.363 0.0 0.0 0.2
H -0.724 0.997 1.303 -0.1 0.0 0.1
H 3.189 0.965 0.050 -0.1 -0.1 -0.1
H -2.932 -0.187 -0.317 0.1 0.0 0.1
H 2.547 0.656 -1.573 -0.1 0.0 0.1
H 2.889 -0.702 -0.466 -0.1 0.1 0.0
H -2.323 -1.378 0.930 0.0 0.2 0.0
H -0.346 -1.462 -0.298 0.0 0.2 0.0
```
Positions in Å, forces in eV/Å.

=====

Entry 5:
ORCA calculation (ωB97M-V/def2-TZVPD) on an isolated molecule of C5H8O.

Properties
Structure (SMILES): C#C[C@@H](C)CO
2S+1: 1
HOMO energy (eV): -9.824
Total energy (eV): -7359.5462

Geometry as XYZ:
```
14
Properties=species:S:1:pos:R:3:forces:R:3
O 0.323 -2.267 -0.344 -0.1 -0.2 0.3
C -0.031 0.129 -0.265 -0.1 0.0 -0.2
C -1.262 0.059 0.535 -0.6 0.0 0.2
C 0.973 -1.025 -0.238 0.1 0.2 0.0
C -2.440 0.173 0.766 0.5 -0.2 -0.3
C 0.640 1.516 -0.171 0.0 0.1 -0.1
H -0.559 -0.054 -1.210 0.6 0.5 -0.5
H 1.735 1.446 -0.183 -0.2 -0.1 -0.1
H -0.304 -2.313 0.390 0.0 -0.2 -0.1
H 0.359 2.039 0.748 0.0 -0.2 -0.2
H -3.496 0.259 0.665 -0.1 0.0 0.6
H 1.573 -0.915 -1.151 0.0 0.0 0.2
H 0.338 2.143 -1.011 0.0 0.0 0.1
H 1.670 -0.992 0.614 -0.3 0.1 0.0
```
Positions in Å, forces in eV/Å.

=====

Entry 6:
ORCA calculation (ωB97M-V/def2-TZVPD) on an isolated molecule of C5H8O.

Properties
2S+1: 1
HOMO energy (eV): -10.117
Total energy (eV): -7357.8353

Geometry as XYZ:
```
14
Properties=species:S:1:pos:R:3:forces:R:3
O 0.318 1.057 0.100 0.0 -0.1 0.1
C -0.467 -1.173 0.559 0.1 0.0 0.5
C 0.036 -0.185 -0.493 0.0 0.0 -0.1
C -0.277 -1.212 1.852 -0.1 0.0 -0.6
C -0.988 0.051 -1.593 0.0 0.0 0.0
C 1.149 0.959 1.213 -0.2 -0.5 0.9
H -0.590 0.755 -2.329 0.0 -0.1 0.1
H 0.964 -0.607 -0.920 -0.1 0.1 0.1
H 1.289 1.967 1.611 0.0 -0.2 0.0
H -1.230 -0.889 -2.102 0.1 0.2 0.1
H 2.120 0.492 0.977 -0.2 0.1 0.1
H -1.080 -2.009 0.212 0.0 0.0 0.1
H 0.659 0.323 2.077 0.4 0.7 -1.1
H -1.903 0.470 -1.163 0.1 -0.1 -0.1
```
Positions in Å, forces in eV/Å.

=====

Entry 7:
ORCA calculation (ωB97M-V/def2-TZVPD) on an isolated molecule of C5H8O.

Properties
Structure (SMILES): C=C[C@H](C)C=O
2S+1: 1
HOMO energy (eV): -9.667
Total energy (eV): -7361.1009

Geometry as XYZ:
```
14
Properties=species:S:1:pos:R:3:forces:R:3
O -0.641 1.519 -1.937 0.6 -0.4 0.1
C -0.005 -0.359 -0.553 0.0 0.0 0.1
C -1.093 0.420 1.586 0.0 -0.1 -0.1
C 0.215 0.742 -1.586 -0.4 0.3 -0.2
C -1.168 0.061 0.310 -0.1 0.1 0.2
C 1.282 -0.711 0.192 0.1 0.0 0.0
H 1.235 0.795 -2.026 -0.1 0.0 0.0
H -0.170 0.365 2.157 -0.1 0.0 -0.1
H 1.601 0.101 0.854 0.0 -0.1 -0.1
H 2.100 -0.913 -0.508 -0.1 0.0 0.1
H -0.297 -1.241 -1.149 0.0 0.1 0.1
H -2.112 0.161 -0.221 0.1 0.0 0.1
H -1.963 0.812 2.104 0.1 -0.1 0.0
H 1.137 -1.607 0.803 0.0 0.2 -0.1
```
Positions in Å, forces in eV/Å.

=====

Entry 8:
ORCA calculation (ωB97M-V/def2-TZVPD) on an isolated molecule of C5H8O.

Properties
Structure (SMILES): OC1CC=CC1
2S+1: 1
HOMO energy (eV): -9.343
Total energy (eV): -7361.2569

Geometry as XYZ:
```
14
Properties=species:S:1:pos:R:3:forces:R:3
O 0.997 -1.169 1.249 0.1 -0.1 0.2
C -1.255 0.683 -0.132 0.0 0.1 0.2
C -0.186 1.475 -0.057 -0.2 -0.1 0.0
C -0.885 -0.781 -0.164 -0.1 -0.1 0.0
C 0.664 -0.763 -0.069 -0.2 0.1 -0.3
C 1.085 0.707 -0.306 0.0 -0.1 0.0
H 1.943 1.007 0.306 -0.2 -0.2 0.0
H 1.151 -1.424 -0.801 -0.2 0.0 0.3
H -1.298 -1.342 -1.009 0.2 0.2 -0.1
H -1.264 -1.318 0.748 -0.1 0.5 -0.8
H -0.207 2.546 0.134 -0.1 -0.2 -0.3
H 1.374 0.857 -1.358 0.0 -0.1 0.2
H -2.285 1.024 -0.155 0.1 0.0 0.3
H 0.166 -1.503 1.614 0.6 0.0 0.2
```
Positions in Å, forces in eV/Å.

=====

Entry 9:
ORCA calculation (ωB97M-V/def2-TZVPD) on an isolated molecule of C5H8O.

Properties
Structure (SMILES): CC#CCOC
2S+1: 1
HOMO energy (eV): -9.574
Total energy (eV): -7359.5432

Geometry as XYZ:
```
14
Properties=species:S:1:pos:R:3:forces:R:3
O -1.588 -1.039 0.135 -0.1 -0.1 0.0
C -1.831 0.355 0.222 -0.1 0.2 0.0
C 1.414 0.001 -0.160 -0.4 -0.3 -0.1
C 0.600 -0.727 -0.670 0.2 0.3 0.3
C 2.225 0.894 0.663 0.1 0.1 0.0
C -0.689 -1.403 -0.894 0.0 -0.1 -0.2
H -1.292 0.909 -0.560 -0.2 -0.1 0.2
H 1.729 1.868 0.745 0.1 -0.2 0.0
H -0.597 -2.492 -0.854 0.1 0.2 0.1
H 2.323 0.463 1.665 0.0 0.1 -0.1
H -1.114 -1.153 -1.877 0.1 0.1 0.0
H -1.494 0.741 1.197 -0.1 -0.2 -0.3
H 3.227 1.063 0.269 0.0 -0.1 -0.1
H -2.912 0.520 0.121 0.2 0.1 0.0
```
Positions in Å, forces in eV/Å.

=====

Entry 10:
ORCA calculation (ωB97M-V/def2-TZVPD) on a structure of composition C5H8O.

Properties
2S+1: 1
HOMO energy (eV): -7.944
Total energy (eV): -7357.2848

Geometry as XYZ:
```
14
Properties=species:S:1:pos:R:3:forces:R:3
O 0.853 1.108 1.466 0.0 -0.1 -1.3
C -1.258 0.534 -0.757 2.6 2.2 0.9
C -0.303 -0.636 -0.969 0.0 -0.1 0.0
C 0.660 -0.326 1.479 -0.1 -0.5 0.0
C 0.972 1.150 0.110 0.8 1.1 0.6
C 0.882 -0.356 -0.050 -0.3 -0.4 0.5
H -0.762 -1.624 -0.815 0.1 0.2 0.0
H 1.816 -0.839 -0.346 0.0 0.1 0.0
H -0.321 1.612 -0.646 -2.1 -2.3 -0.1
H 0.063 -0.609 -2.002 -0.1 0.0 0.2
H 1.398 -0.812 2.109 0.1 -0.1 0.1
H -0.340 -0.567 1.827 -0.1 -0.1 0.0
H -1.813 0.538 0.183 0.0 -0.1 -0.2
H -1.846 0.826 -1.589 -0.7 0.1 -0.7
```
Positions in Å, forces in eV/Å.

=====

Computed relative energy (zero: lowest compared OMol25 entry of this formula, charge and spin) (kJ/mol) in order:
98.3; 566.1; 615.1; 516.8; 261.4; 426.5; 111.4; 96.3; 261.7; 479.6